Entry 1:
{
  "formula": "C46H67N5O12",
  "method": "wB97M-V/def2-TZVPD",
  "homo_energy_ev": [0.042, -6.093],
  "e_tot_ev": -80806.6682,
  "multiplicity": 2,
  "max_force_ha_per_bohr": 0.080,
  "charge": -1,
  "lumo_ev": [1.92, 1.92],
  "elements": ["O", "C", "O", "C", "C", "C", "H", "H", "H", "H", "H", "H", "O", "C", "O", "C", "C", "C", "H", "H", "H", "H", "H", "H", "O", "C", "O", "C", "C", "C", "H", "H", "H", "H", "H", "H", "O", "C", "O", "C", "C", "C", "H", "H", "H", "H", "H", "H", "O", "C", "O", "C", "C", "C", "H", "H", "H", "H", "H", "H", "N", "C", "C", "C", "C", "H", "H", "H", "H", "H", "N", "C", "C", "C", "C", "H", "H", "H", "H", "H", "N", "C", "C", "C", "C", "H", "H", "H", "H", "H", "N", "C", "C", "C", "C", "H", "H", "H", "H", "H", "N", "C", "C", "C", "C", "H", "H", "H", "H", "H", "C", "C", "O", "C", "H", "H", "H", "H", "H", "H", "C", "C", "O", "C", "H", "H", "H", "H", "H", "H"],
  "positions_angstrom": [[-0.901945, -4.409090, 4.576517], [0.194445, -4.174780, 4.046827], [1.339215, -4.145540, 4.754867], [2.402105, -3.956640, 3.831687], [1.833595, -3.373090, 2.588127], [0.472905, -3.880190, 2.602587], [2.871035, -4.918850, 3.625897], [3.144835, -3.347530, 4.346897], [2.314405, -3.687300, 1.661747], [1.842375, -2.283870, 2.547897], [0.400665, -4.815180, 2.047007], [-0.362515, -3.301170, 2.209027], [2.280685, -2.436670, -6.799573], [1.783415, -2.721310, -5.733093], [2.022775, -3.835840, -5.087713], [1.333175, -3.938760, -3.871793], [0.677785, -2.565580, -3.633653], [0.672755, -1.972070, -4.990903], [2.021875, -4.139090, -3.051023], [0.565655, -4.696330, -4.030163], [1.416785, -2.010750, -3.055603], [-0.316715, -2.602260, -3.188993], [0.821535, -0.895110, -5.069173], [-0.266985, -2.177070, -5.503713], [-6.674225, -1.550960, 3.266657], [-5.457085, -1.504030, 2.971927], [-4.928355, -0.897390, 1.898057], [-3.509015, -1.093040, 1.834677], [-3.155295, -2.303940, 2.755887], [-4.362695, -2.299280, 3.661507], [-2.909895, -0.271480, 2.227327], [-3.359785, -1.226210, 0.763187], [-2.204055, -2.155710, 3.267037], [-2.976785, -3.202820, 2.165757], [-4.032515, -1.825390, 4.585897], [-4.717085, -3.327910, 3.728087], [1.511645, 3.677610, 1.204727], [1.063795, 4.513410, 0.424027], [1.836735, 5.287940, -0.287023], [1.131355, 6.153680, -1.133673], [-0.166535, 5.452080, -1.329183], [-0.390785, 4.819640, 0.048277], [1.658085, 6.115770, -2.087203], [1.040425, 7.172080, -0.755923], [-0.183505, 4.675820, -2.094183], [-0.927785, 6.128630, -1.717613], [-1.049255, 3.953850, -0.021803], [-0.709515, 5.499610, 0.838317], [5.131205, 5.079510, 2.974007], [4.609585, 4.110040, 2.466337], [4.792395, 3.837840, 1.176237], [4.399345, 2.547310, 0.866667], [4.175175, 1.855210, 2.213987], [3.877025, 3.015940, 3.159537], [5.172115, 2.065120, 0.267987], [3.475065, 2.624000, 0.294027], [5.134605, 1.397380, 2.454787], [3.408675, 1.082530, 2.154377], [4.083355, 2.812690, 4.210357], [2.821625, 3.279750, 3.091467], [2.664925, 1.022360, -5.324873], [1.711095, 2.008290, -5.462753], [0.946255, 2.027310, -4.334613], [1.499605, 1.176330, -3.430373], [2.644495, 0.624980, -4.016433], [3.268305, 0.616550, -6.025833], [1.679335, 2.565800, -6.387183], [0.122885, 2.693160, -4.122243], [1.148715, 0.914900, -2.442983], [3.306855, -0.150290, -3.660563], [-0.602285, 0.438710, 5.951497], [-0.825275, -0.603720, 5.097967], [0.060705, -0.483860, 4.026337], [0.947725, 0.586610, 4.345667], [0.495085, 1.173480, 5.509957], [-1.126265, 0.655300, 6.787347], [-1.656955, -1.264880, 5.291857], [-0.006195, -1.056990, 3.113407], [1.823795, 0.774940, 3.742817], [0.948405, 2.005290, 6.028597], [-2.946985, -4.531770, -3.074713], [-3.197475, -3.437790, -2.290303], [-4.469015, -2.935410, -2.546603], [-4.993805, -3.650060, -3.584403], [-4.056065, -4.646820, -3.921093], [-2.213685, -5.217940, -2.967373], [-2.557205, -3.170530, -1.462633], [-5.027345, -2.161350, -2.041133], [-5.890195, -3.423150, -4.142433], [-4.048935, -5.422820, -4.672213], [-1.349355, 3.911310, 3.323627], [-2.315995, 4.834610, 2.962427], [-3.572285, 4.204910, 2.900307], [-3.376495, 2.820090, 3.148277], [-2.019825, 2.678420, 3.374857], [-0.410495, 4.069980, 3.660487], [-2.031595, 5.875710, 2.921967], [-4.556845, 4.643470, 2.831737], [-4.072475, 1.994300, 3.139997], [-1.466965, 1.796410, 3.662577], [5.098365, -2.763580, -1.579073], [5.766325, -1.657630, -2.001983], [5.153755, -0.499040, -1.472263], [4.044665, -0.933990, -0.787703], [4.044575, -2.302290, -0.813253], [5.214625, -3.727710, -1.856633], [6.684135, -1.698880, -2.569713], [5.609405, 0.477340, -1.546173], [3.299495, -0.341390, -0.277863], [3.421555, -3.023460, -0.305163], [-0.437675, 1.342050, 0.653627], [0.190135, 0.060510, 0.500607], [1.175565, -0.299710, 1.122067], [-0.447885, -0.929060, -0.436343], [-0.149265, 1.946880, 1.513337], [-1.527495, 1.321970, 0.651407], [-0.087525, 1.929150, -0.195373], [-0.067905, -1.917110, -0.176563], [-0.092005, -0.580670, -1.405913], [-1.512995, -0.983260, -0.211193], [-4.753515, 1.145820, -2.787493], [-3.194915, 0.835950, -2.738053], [-2.451535, 1.480470, -2.010383], [-2.650145, -0.200600, -3.653693], [-5.126115, 1.724410, -3.632773], [-4.923995, 1.699760, -1.864353], [-5.319095, 0.214040, -2.784973], [-1.646085, 0.056820, -3.990873], [-3.398285, -0.363040, -4.429573], [-2.566265, -1.184800, -3.192793]],
  "atomic_forces_ev_per_a": [[2.5, 0.6, -1.1], [-3.0, -0.6, 1.6], [-0.8, -0.2, -0.2], [1.8, -0.2, 0.7], [1.0, 1.7, -1.5], [-2.4, -1.1, 0.1], [-0.1, -0.2, 0.1], [0.0, 0.1, -0.2], [0.4, -0.1, 0.2], [0.2, 0.0, 0.3], [-0.1, -0.3, 0.1], [0.3, 0.4, -0.1], [0.1, -0.1, 0.6], [-1.2, 1.2, -1.1], [1.7, -0.8, -0.4], [-1.5, 0.3, 0.8], [0.8, -0.1, 0.4], [0.0, 0.6, -1.4], [-0.1, -0.6, -0.2], [0.2, -0.4, 0.5], [-0.4, 0.2, 0.6], [0.3, -0.1, 0.3], [0.1, -0.1, 0.2], [0.0, -0.2, -0.3], [3.9, 0.8, -1.2], [-2.9, -1.2, 0.9], [-0.6, 0.6, 0.6], [0.7, -0.8, -0.1], [0.3, 0.7, -1.6], [0.3, -0.7, 0.0], [-0.5, 0.7, -0.3], [0.5, -0.1, 0.2], [-0.2, 0.2, 0.1], [-0.6, -0.2, 0.1], [-0.7, -0.3, 0.4], [-0.2, 0.2, 0.9], [-0.8, 1.6, -1.0], [-0.7, -2.4, 1.3], [2.2, 0.6, 0.6], [0.2, -0.4, -2.0], [-1.9, 0.3, 0.1], [0.4, -0.2, -0.3], [0.3, 0.6, 0.1], [0.1, -0.1, 0.3], [0.7, -0.2, 0.1], [-0.3, 0.2, 0.5], [0.2, 0.0, 0.5], [-0.5, 0.2, -0.2], [-0.7, -0.2, -0.3], [1.8, 1.4, 1.5], [0.7, 1.4, 0.0], [-1.2, -1.4, -0.5], [0.2, -0.5, -0.3], [-0.9, -0.9, -0.5], [0.0, 0.0, 0.0], [0.0, -0.3, -0.1], [-0.1, -0.2, 0.4], [0.0, 0.1, 0.0], [0.5, 0.4, -0.2], [-0.2, -0.1, 0.0], [0.2, 1.0, 1.1], [0.2, -0.7, -1.8], [-1.1, 2.0, -0.8], [2.3, -2.0, 1.5], [-1.2, -1.0, 0.1], [-0.1, 0.4, 0.1], [-0.3, -0.1, 0.1], [-0.1, 0.0, -0.3], [0.1, 0.2, 0.0], [0.0, 0.1, 0.1], [1.1, 0.7, 0.1], [-0.1, 0.7, -0.9], [-0.8, -0.3, 1.3], [-0.6, -0.4, -0.2], [0.2, -0.7, -0.4], [0.1, -0.2, -0.3], [0.1, -0.1, -0.2], [0.4, -0.1, 0.2], [-0.1, 0.5, 0.2], [-0.4, -0.1, 0.3], [-2.6, 1.4, -0.9], [-0.3, -0.1, 1.4], [1.2, 0.6, 1.1], [0.6, -2.2, -2.2], [0.3, 0.2, 0.6], [0.4, 0.1, 0.0], [0.2, -0.1, -0.1], [0.5, 0.2, 0.2], [-0.1, -0.3, 0.1], [-0.2, 0.1, 0.0], [-2.5, -1.4, -0.6], [-0.7, -0.1, 0.9], [1.0, 0.4, 0.1], [1.8, 0.4, 0.0], [0.7, 0.0, 0.8], [-0.2, 0.0, -0.4], [-0.3, 0.0, -0.1], [0.3, 0.4, -0.4], [-0.1, 0.2, 0.0], [0.0, 0.0, -0.1], [-0.8, 1.2, 0.6], [0.6, 1.4, 0.1], [2.2, -1.3, -1.7], [-1.3, -0.3, 1.3], [-0.3, -1.2, -0.1], [0.1, 0.3, 0.0], [-0.1, -0.2, 0.0], [-0.4, 0.1, -0.2], [0.1, 0.0, 0.1], [-0.2, 0.2, -0.2], [-0.7, 2.3, 0.3], [0.5, -2.5, 1.0], [0.4, 0.5, 0.0], [0.4, 0.0, 0.9], [0.4, -0.5, 0.1], [0.0, -0.2, -0.4], [-0.3, 0.1, -0.4], [0.4, 0.0, -0.4], [-0.8, -0.5, -0.5], [-0.1, 0.4, -0.9], [1.4, -0.4, 0.9], [-0.3, 1.2, 0.2], [-0.9, -0.4, -0.4], [-0.4, -0.4, -0.3], [0.5, 0.1, -0.2], [-0.3, 0.0, -0.1], [0.1, -0.1, 0.1], [-0.2, 0.2, -0.2], [0.4, 0.0, -0.5], [-0.1, 0.1, 0.4]],
  "lowdin_spin": [0.005, 0.005, 0.003, 0.014, 0.020, 0.044, 0.008, 0.001, 0.023, 0.000, 0.056, 0.006, 0.003, 0.009, 0.042, 0.124, 0.020, 0.008, 0.052, 0.052, 0.003, 0.011, 0.000, 0.004, 0.000, 0.001, 0.001, 0.002, 0.006, 0.001, 0.000, 0.002, 0.000, 0.011, 0.000, 0.001, 0.000, 0.000, 0.000, 0.000, 0.000, 0.000, 0.000, 0.000, 0.000, 0.000, 0.000, 0.000, 0.000, 0.000, 0.000, 0.000, 0.000, 0.000, 0.000, 0.000, 0.000, 0.000, 0.000, 0.000, 0.000, 0.001, 0.000, 0.000, 0.001, 0.000, 0.000, 0.000, 0.000, 0.000, 0.000, 0.000, 0.000, 0.000, 0.000, 0.000, 0.000, 0.000, 0.000, 0.000, 0.040, 0.049, 0.005, 0.005, 0.040, 0.118, 0.025, 0.001, 0.001, 0.013, 0.000, 0.000, 0.000, 0.000, 0.000, 0.000, 0.000, 0.000, 0.000, 0.000, 0.011, 0.011, 0.001, 0.001, 0.033, 0.031, 0.002, 0.000, 0.000, 0.027, 0.001, 0.002, 0.002, 0.011, 0.000, 0.000, 0.000, 0.018, 0.000, 0.002, 0.001, 0.001, 0.000, 0.002, 0.000, 0.000, 0.000, 0.000, 0.001, 0.001]
}


Entry 2:
{
  "formula": "C5H12N3S",
  "method": "wB97M-V/def2-TZVPD",
  "homo_energy_ev": -12.020,
  "e_tot_ev": -20674.3079,
  "de_lowest_kcal_mol": 104.80,
  "max_force_ha_per_bohr": 0.094,
  "charge": 1,
  "lumo_ev": -3.58,
  "elements": ["C", "C", "C", "C", "C", "N", "N", "N", "S", "H", "H", "H", "H", "H", "H", "H", "H", "H", "H", "H", "H"],
  "positions_angstrom": [[-2.151266, 0.234054, -0.419420], [3.064720, 0.026233, -0.922795], [2.313638, -1.483333, 1.023062], [-2.442996, 2.575426, -0.171468], [2.041436, -0.586270, -0.060613], [-2.087254, -1.878061, 0.707469], [-2.335673, -0.738574, 0.227318], [-2.384263, 1.346404, -0.995752], [0.457289, -0.174846, -0.332288], [3.752106, -0.782805, -1.311458], [2.554209, 0.497613, -1.795975], [3.448755, 0.905497, -0.397909], [2.942036, -2.369854, 0.853705], [1.477121, -1.925255, 1.627076], [2.889571, -1.064639, 1.916855], [-1.418632, 2.890084, 0.036238], [-2.812842, 2.278067, 0.746213], [-2.887196, 3.178183, -1.016025], [-1.397506, -2.095966, 1.410792], [-2.834139, -2.479128, 0.846910], [-2.189108, 1.647176, -1.971938]],
  "atomic_forces_ev_per_a": [[-0.9, -2.3, 0.4], [-0.1, -0.3, -1.6], [1.2, -2.1, 4.2], [1.5, 0.3, -3.4], [-2.5, 1.0, -0.7], [1.6, -1.9, 1.1], [-0.4, 2.8, -1.9], [0.8, 1.2, -0.4], [1.3, -0.1, 0.1], [-0.1, 1.3, 0.7], [0.4, -0.6, 0.5], [0.9, -0.5, 0.1], [0.1, 0.3, -0.8], [0.0, 0.7, -1.3], [-0.3, 0.4, -1.4], [0.0, 0.3, -0.3], [-2.0, 0.4, 1.7], [-0.3, 0.7, 2.4], [0.9, 1.1, -0.2], [-2.2, -0.9, -0.1], [0.2, -1.7, 0.8]],
  "lowdin_charge": [-0.228, -0.125, -0.166, 0.004, -0.789, 0.119, 0.031, 0.012, 0.823, 0.119, 0.073, 0.102, 0.099, 0.076, 0.128, 0.094, 0.073, 0.131, 0.128, 0.109, 0.184]
}


Entry 3:
{
  "formula": "C7H19BeN8O13",
  "method": "wB97M-V/def2-TZVPD",
  "homo_energy_ev": [-7.389, -7.199],
  "e_tot_ev": -46504.4971,
  "multiplicity": 2,
  "de_lowest_kcal_mol": 0.00,
  "max_force_ha_per_bohr": 0.206,
  "charge": 0,
  "lumo_ev": [-0.49, -3.73],
  "elements": ["Be", "O", "C", "O", "O", "H", "O", "C", "O", "O", "H", "O", "C", "O", "O", "H", "C", "O", "N", "N", "H", "H", "H", "H", "C", "O", "N", "N", "H", "H", "H", "H", "C", "O", "N", "N", "H", "H", "H", "H", "C", "O", "N", "N", "H", "H", "H", "H"],
  "positions_angstrom": [[0.154208, 0.141044, 0.116054], [0.969025, -0.620792, 2.452565], [2.181233, -1.106441, 2.095716], [3.246371, -0.992043, 2.823604], [2.338526, -1.417253, 0.896169], [1.069718, -0.488831, 3.398103], [-1.917400, 2.760406, -2.798059], [-1.518650, 1.876397, -1.928882], [-0.965343, 2.406029, -0.956254], [-1.677907, 0.662747, -2.004919], [-1.466748, 3.334734, -2.174633], [1.497311, 1.671191, -3.432508], [2.331309, 0.914332, -2.718140], [2.149741, 0.580649, -1.532020], [3.234038, 0.382086, -3.363703], [1.954377, 1.453950, -4.248284], [2.406187, 2.658962, 1.368157], [1.600697, 1.803033, 1.235830], [2.465205, 3.492313, 2.403693], [3.312232, 3.130307, 0.479021], [3.113017, 4.265409, 2.351157], [1.588712, 3.648661, 2.880577], [3.751521, 4.035601, 0.566071], [3.430190, 2.556824, -0.343961], [-1.559704, -2.799917, 1.146345], [-1.382719, -1.680031, 0.663342], [-2.014630, -3.026532, 2.311942], [-1.258559, -3.934652, 0.548412], [-2.298800, -2.217118, 2.845036], [-2.142133, -4.010239, 2.502128], [-0.875233, -3.851895, -0.382347], [-0.919307, -4.645653, 1.180468], [-2.781428, 0.819258, 1.937111], [-1.567432, 0.870387, 1.859276], [-3.564324, 0.833500, 0.913629], [-3.421337, 0.936538, 3.049946], [-2.982084, 0.865716, 0.088970], [-4.408123, 1.388462, 0.903382], [-4.430315, 0.901533, 3.078788], [-2.899654, 0.867698, 3.912043], [0.429304, -2.203638, -2.530285], [0.579883, -1.713242, -1.457786], [-0.465974, -1.707971, -3.352786], [1.125529, -3.059258, -3.041682], [-0.593812, -2.230493, -4.207608], [-0.643828, -0.741321, -3.120273], [1.124310, -3.251819, -4.033158], [1.702801, -3.558626, -2.380250]],
  "atomic_forces_ev_per_a": [[-0.4, 0.7, -1.8], [1.3, -1.4, 0.0], [1.6, 1.8, -0.5], [-2.5, -0.8, -1.4], [0.0, -0.2, 1.1], [-0.6, 0.7, 0.6], [-0.9, 0.3, -1.8], [0.3, -3.2, 1.2], [1.9, 0.6, 3.1], [-0.5, -2.3, -0.7], [0.1, 3.5, -0.7], [-1.0, 0.9, 0.3], [0.7, -2.7, 0.7], [-1.8, 1.0, 2.8], [1.5, 0.1, -1.4], [-0.3, 0.6, -1.2], [2.1, 3.7, -1.4], [-2.5, -3.6, -0.3], [-0.9, 1.1, 3.3], [0.6, -1.8, -1.9], [-0.4, -0.2, 0.3], [0.3, 0.0, 0.2], [-0.2, -0.6, -0.2], [0.2, 0.3, -0.3], [1.8, 2.6, -2.9], [0.0, 0.9, -0.2], [-1.8, 0.0, 4.4], [1.0, -2.2, -2.2], [-0.1, -0.6, 0.4], [-0.7, 0.7, 1.0], [0.3, -0.2, 0.2], [0.1, -0.2, -0.8], [1.6, 1.4, -0.4], [2.7, -1.0, 0.0], [-1.5, -0.3, -4.3], [-1.6, -0.1, 4.9], [-0.5, 0.1, -0.8], [0.2, -0.3, 0.0], [0.4, -0.1, 0.1], [-0.3, 0.2, -0.1], [-4.4, 5.8, 0.0], [0.8, 1.3, 5.7], [-2.0, 0.7, -1.3], [6.2, -8.3, -2.5], [-0.4, 1.2, -0.1], [-1.1, 0.3, -0.7], [0.3, -0.1, 0.5], [0.5, -0.2, -0.7]],
  "lowdin_spin": [-0.004, 0.007, 0.006, 0.494, 0.455, 0.002, 0.000, 0.000, -0.001, 0.000, 0.000, 0.000, 0.001, 0.024, 0.014, 0.000, 0.000, -0.003, 0.000, 0.000, 0.000, 0.000, 0.000, 0.000, 0.000, 0.000, 0.000, 0.000, 0.000, 0.000, 0.000, 0.000, 0.000, -0.001, 0.000, 0.000, 0.000, 0.000, 0.000, 0.000, 0.000, 0.005, 0.000, 0.000, 0.000, 0.000, 0.000, 0.000]
}